1.
{
  "formula": "C11H42N14O10",
  "method": "ωB97M-V/def2-TZVPD",
  "symbols": ["N", "C", "N", "O", "H", "H", "H", "H", "N", "C", "N", "O", "H", "H", "H", "H", "N", "C", "N", "O", "H", "H", "H", "H", "N", "C", "N", "O", "H", "H", "H", "H", "N", "C", "N", "O", "H", "H", "H", "H", "N", "C", "N", "O", "H", "H", "H", "H", "N", "C", "N", "O", "H", "H", "H", "H", "C", "C", "O", "H", "H", "H", "H", "H", "H", "C", "O", "H", "H", "H", "H", "C", "O", "H", "H", "H", "H"],
  "xyz": [[-4.4503, -1.7870, -1.1486], [-4.1913, -0.5030, -1.0286], [-3.1353, -0.2430, -0.3296], [-5.0843, 0.3430, -1.6386], [-5.2973, -1.9390, -1.7586], [-3.7433, -2.5350, -1.0656], [-2.7713, 0.6710, -0.3066], [-2.5683, -1.0710, -0.0116], [3.5397, -2.1150, 2.2274], [2.9907, -1.0190, 1.8554], [3.7707, -0.0690, 1.4734], [1.6387, -0.8750, 1.8174], [2.8247, -2.7260, 2.6644], [4.5327, -2.3140, 2.3034], [3.4247, 0.9050, 1.7184], [4.8047, -0.2240, 1.6234], [-0.5003, -3.1250, -3.0236], [0.4387, -2.2690, -3.2856], [1.6047, -2.5550, -2.7376], [0.2817, -1.1490, -4.0976], [-1.4043, -2.7590, -3.3426], [-0.5423, -3.8610, -2.3626], [2.3297, -1.7850, -2.6936], [1.6177, -3.2130, -1.9416], [3.2627, 0.3910, -1.1546], [3.8627, -0.5210, -1.8836], [3.3297, -0.5650, -3.0616], [4.8537, -1.3690, -1.4286], [3.4517, 0.1520, -0.1516], [2.3527, 0.7970, -1.3356], [3.8357, -1.1650, -3.7966], [2.6027, 0.0630, -3.4266], [-2.2123, -2.1980, 1.9544], [-1.5043, -2.8080, 1.0444], [-0.2353, -3.0280, 1.3264], [-1.9573, -3.0810, -0.1866], [-3.2063, -2.2530, 1.9414], [-1.7133, -1.7510, 2.7124], [0.3217, -3.3130, 0.4854], [0.3007, -2.3190, 1.8394], [-1.0983, 1.2630, -4.3996], [-2.0803, 1.5560, -3.6006], [-1.7143, 1.9080, -2.4086], [-3.3863, 1.4470, -4.0186], [-1.3873, 0.7580, -5.1636], [-0.0783, 1.1030, -4.2746], [-2.4233, 2.2180, -1.7196], [-0.7813, 1.7000, -1.9926], [3.3587, 2.5580, 1.8434], [2.1497, 2.5490, 2.2554], [1.8157, 2.4810, 3.5054], [1.1997, 2.5030, 1.2284], [3.5887, 2.8100, 0.8494], [4.2047, 2.6190, 2.4764], [0.8787, 2.5830, 3.7564], [2.5397, 2.6680, 4.2684], [-1.7083, 1.0100, 2.7034], [-1.6293, 0.3530, 4.0634], [-0.8753, -0.7950, 4.0364], [-2.2183, 2.0080, 2.7244], [-2.1663, 0.4470, 1.8844], [-0.6373, 1.2000, 2.3594], [-2.6423, -0.0320, 4.1574], [-1.3593, 1.0730, 4.8844], [0.1067, -0.5650, 4.1844], [-1.8943, 3.3680, -0.0216], [-2.9963, 2.4830, -0.0046], [-1.9173, 4.1140, 0.7714], [-1.8013, 3.9320, -0.9146], [-0.9623, 2.8200, 0.1614], [-3.8423, 3.0090, -0.1186], [0.2997, 0.0370, -0.5566], [0.6677, 1.3080, -1.0486], [1.1577, -0.6310, -0.5246], [-0.2753, -0.6400, -1.2256], [-0.3433, 0.1270, 0.3424], [0.7947, 1.8320, -0.2546]],
  "forces_ev_per_angstrom": [[-2.2248, -3.5156, -1.6108], [-5.9283, 3.8587, -4.3194], [2.7697, -1.0420, 1.9562], [4.3648, -3.0203, 3.5366], [1.6409, 0.0855, 1.0509], [-0.5142, 0.8493, 0.1166], [0.2492, 0.8990, 0.0626], [-0.8363, 1.5560, -0.7964], [-0.4341, -4.3069, 1.9752], [-7.6436, 0.5338, -0.1257], [3.4255, 3.7249, 0.6072], [5.4932, -0.5542, 0.9224], [1.3191, 0.0453, -0.5879], [-0.5536, 0.1571, -0.0939], [0.7757, -1.8193, -0.9034], [-1.6899, 0.3835, -0.4218], [-4.1089, 0.5043, -1.6249], [0.7346, 5.4781, -3.5074], [2.5445, 0.0689, 1.8557], [0.7681, -5.2607, 3.7950], [0.3547, -0.6340, 0.2622], [0.4098, -0.2691, 0.6815], [-1.3943, -1.5630, -0.3186], [-0.0153, 0.5547, -0.9424], [1.0862, 0.4296, 3.8122], [4.6238, -3.0190, 3.1483], [1.2671, -1.8823, -6.3514], [-4.6215, 3.9577, -2.1362], [-0.4287, 0.8841, -1.3533], [-0.1282, 0.0756, -0.4723], [-1.1875, 1.4095, 1.5567], [0.5451, -0.4023, 0.4760], [-0.7540, 0.4862, 1.2854], [-1.7687, -0.8594, -6.2103], [3.5761, -0.6746, -0.9208], [1.1684, 0.3150, 4.3928], [-0.4491, 0.2624, -0.2350], [-0.2120, -0.2687, 0.3640], [-1.0318, 0.4230, 1.1639], [-0.3025, -0.1516, 0.1038], [3.5382, -0.1407, -1.9821], [-7.1137, -0.9164, -1.8777], [0.1417, 1.3937, 4.2245], [6.1268, 0.8218, 1.7807], [-0.8577, -1.1754, -2.1043], [-1.6132, 0.3752, 0.9590], [0.4852, -0.8680, -1.4213], [-1.0380, 0.3632, -0.9890], [6.6297, 1.4059, -1.0185], [-7.8841, -0.0802, -6.5367], [2.7704, 0.3215, 3.4285], [3.8982, 0.6650, 5.3556], [-0.8727, -0.4652, 1.4306], [-1.6391, 0.1288, -0.8309], [-1.5971, 0.0357, 0.2054], [-1.6122, -0.3884, -1.6224], [2.0544, 1.9999, -0.9110], [-2.1512, 1.1660, -0.5980], [3.9096, -0.7311, 0.9716], [0.3424, -0.8341, 0.1304], [-0.1494, -0.2168, 0.6114], [-1.1624, 0.0175, 0.2060], [-0.3141, 0.2388, 1.1061], [-0.2924, -0.7249, -0.6417], [-2.2108, -0.6567, -0.7252], [0.7473, 0.4653, 1.5607], [-1.4018, 1.4988, 0.2055], [-0.3448, -0.0064, 0.4159], [0.0331, 0.2931, -1.1219], [-0.4885, -0.1011, -0.2078], [1.3547, -1.1370, 0.0604], [-1.1931, -2.0161, -0.3951], [-0.2831, -0.6391, -0.9391], [0.3075, 0.3687, 1.2442], [-0.4582, 1.4538, -0.5385], [1.0054, -0.2104, -0.1708], [0.4437, 0.5960, 0.5423]],
  "smiles": "NC(N)=O.NC(N)=O.NC(N)=O.NC(N)=O.NC(N)=O.NC(N)=O.NC(N)=O.CCO.CO.CO",
  "relative_energy_ev": 0.831,
  "mol_weight_g_mol": 530.55,
  "lumo_ev": -1.061
}

2.
{
  "formula": "C7H12N2",
  "method": "ωB97M-V/def2-TZVPD",
  "symbols": ["C", "C", "C", "C", "C", "C", "C", "H", "H", "H", "H", "H", "H", "H", "H", "H", "H", "H", "H", "N", "N"],
  "xyz": [[-1.1267, -1.5770, 0.2010], [-0.7703, -0.1131, -0.0761], [-1.4344, 0.3789, -1.4214], [0.4801, 0.3961, -0.8143], [1.6385, 0.3143, 0.1960], [1.5518, -0.5952, 1.3002], [-0.5891, 0.7004, 1.2304], [-1.0757, -2.0803, -0.9288], [-2.3007, -1.5841, 0.6203], [-0.5219, -2.1440, 1.0451], [-1.8335, 1.4404, -1.4617], [-2.2614, -0.1508, -1.8545], [-0.2199, -0.8412, -2.3648], [0.2625, 1.4953, -0.7512], [2.5325, 0.9066, 0.2177], [1.0045, -1.5051, 1.4321], [2.4354, -0.5236, 1.8444], [-1.1615, 0.3199, 2.1395], [-0.7170, 1.8191, 1.2079], [-0.0912, 0.1398, -2.2075], [0.8564, 0.6919, 1.5159]],
  "forces_ev_per_angstrom": [[-1.6361, -1.4459, -0.7072], [-0.5605, 1.6896, 0.4289], [-0.1823, 1.0273, -0.4825], [-0.1551, 0.7462, 0.9389], [-1.7048, 0.6533, -0.5800], [-0.6217, 0.0606, 1.2734], [-0.5642, 0.5812, 1.0557], [-0.2334, 0.4867, 3.3258], [3.0454, -0.0805, -1.4160], [-1.3472, 1.0871, -2.2707], [1.2171, -0.8996, 0.3118], [-0.2880, -0.9585, -0.0451], [0.6828, -0.8956, -0.1990], [0.5491, -0.6555, -0.3569], [0.2522, 0.1765, -0.9261], [0.1534, -0.2028, -0.5068], [1.4341, -0.6503, 1.1789], [0.6925, 0.3113, -1.1410], [-0.8566, -1.1056, -0.5712], [-1.0842, 1.0409, 1.5020], [1.2075, -0.9665, -0.8129]],
  "relative_energy_ev": 5.151,
  "mol_weight_g_mol": 124.19,
  "lumo_ev": 0.871
}

| no. | DFT total energy (eV) |
| --- | --- |
| 1 | -53423.295 |
| 2 | -10428.327 |